*a*
This record from the OMol25 dataset describes 2 unconnected molecules or ions with the total composition C7H13NO2S. The level of theory is ωB97M-V with the def2-TZVPD basis set.

Cartesian coordinates (Å):
C: 2.5347 -1.2816 0.2617
C: -0.6833 2.1450 0.5672
C: 0.4606 -2.5856 0.1340
C: 0.2456 -0.0407 -1.6285
C: -0.7459 0.6372 0.6656
C: 1.0459 -1.2093 0.5049
C: 0.5318 0.0755 -0.1453
N: 3.2876 0.7132 0.2769
O: 3.2802 -2.1676 -0.1531
O: 5.5212 1.7780 0.3389
S: 4.7797 0.5355 0.2134
H: -0.7494 2.4381 -0.4725
H: -1.6104 2.5686 1.0009
H: 0.2135 2.5073 1.1162
H: -0.6475 -2.3340 -0.0676
H: 0.8024 -2.9341 -0.9044
H: 0.7268 -3.2920 1.0243
H: 1.1564 -0.0509 -2.2139
H: -0.1500 -1.1035 -1.9055
H: -0.3868 0.6639 -2.2548
H: -1.7622 0.3412 0.2495
H: -0.8025 0.3100 1.7142
H: 0.9191 -1.1414 1.6212
H: 1.2260 0.8381 -0.0289

The highest occupied orbital energy is -9.68 eV. Its multiplicity is 1. For the orbital gap, the calculation gives 9.34 eV. The value obtained for the LUMO energy is -0.341 eV. As for the net charge: 0.


*b*
This record from the OMol25 dataset describes C7H13NO2S in the gas phase. The level of theory is ωB97M-V with the def2-TZVPD basis set.

Cartesian coordinates (Å):
C: 2.0277 1.2747 0.1914
C: -0.2593 0.5906 0.3763
C: -1.7868 1.7433 -0.8422
C: -1.3025 -0.5092 0.5448
C: 3.2590 1.1134 -0.6934
C: -1.1960 -1.3223 1.8989
C: -1.1949 -1.6499 -0.5949
N: 0.9916 0.4170 -0.1363
O: 1.8583 2.0082 1.1336
O: -1.7692 2.9806 -0.3876
S: -2.7917 0.5300 0.0959
H: -0.2333 1.4826 1.0914
H: -1.8692 1.5139 -1.9653
H: 3.7000 0.1810 -0.3926
H: 3.1002 1.0988 -1.7331
H: 3.9095 1.9877 -0.5839
H: -0.4278 -2.1336 1.8515
H: -2.1997 -1.8906 2.1318
H: -1.0572 -0.6596 2.7352
H: -1.7210 -2.4590 -0.1789
H: -0.1866 -1.9316 -0.5438
H: -1.4548 -1.3371 -1.6116
H: 1.0866 -0.2897 -0.8580
H: -1.6307 2.8693 0.5308

The highest occupied orbital energy (spin up / spin down) is -7.05 / -7.05 eV. Its multiplicity is 1. For the orbital gap (spin up / spin down), the calculation gives 7.56 / 7.56 eV. The value obtained for the LUMO energy (spin up / spin down) is 0.507 / 0.506 eV. As for the net charge: 0.


*b* is favored, and the nearest alternative lies 64.9 kJ/mol above it.


*a*
This record from the OMol25 dataset describes a gas-phase ion, C3H9N2O (charge -1). The level of theory is ωB97M-V with the def2-TZVPD basis set.

Cartesian coordinates (Å):
N: 1.9327 -0.5617 -0.3611
C: 0.7556 -1.4240 -0.5571
C: -0.6243 -1.1123 0.2311
N: -1.4966 0.0860 0.0173
C: -0.9574 1.5326 0.2100
O: 0.2980 1.7160 0.5435
H: 2.2573 -0.6970 0.5930
H: 1.4206 0.3807 -0.1989
H: 0.5972 -1.4222 -1.6180
H: 1.0580 -2.4651 -0.2740
H: -1.2462 -1.9546 -0.0782
H: -0.2910 -1.0307 1.2827
H: -1.9866 0.0656 -0.8897
H: -1.6383 1.9274 1.0271
H: -1.1529 2.1378 -0.7490

The highest occupied orbital energy is -2.58 eV. Its multiplicity is 1. For the orbital gap, the calculation gives 6.98 eV. The value obtained for the LUMO energy is 4.399 eV. As for the net charge: -1.


*b*
This record from the OMol25 dataset describes 2 unconnected molecules or ions with the total composition C3H9N2O. The level of theory is ωB97M-V with the def2-TZVPD basis set.

Cartesian coordinates (Å):
C: -0.1679 1.4174 1.3725
N: 0.2761 -1.2947 0.2447
C: -0.2143 -0.9502 1.4702
N: -0.3771 0.1632 2.0964
H: 0.8485 1.5461 0.9914
H: -0.4168 2.2052 2.0906
H: -0.8108 1.4657 0.4936
H: 0.4083 -0.5198 -0.5954
H: 0.0583 -2.2497 0.0251
H: -0.5034 -1.8270 2.0646
C: -0.0780 0.1264 -2.7950
O: 0.5715 0.4342 -1.6218
H: 0.5395 -0.4750 -3.4919
H: -1.0356 -0.4019 -2.5910
H: -0.3803 1.0402 -3.3508

The highest occupied orbital energy is -3.39 eV. Its multiplicity is 1. For the orbital gap, the calculation gives 7.74 eV. The value obtained for the LUMO energy is 4.347 eV. As for the net charge: -1.


*b* is favored, and the nearest alternative lies 69.2 kJ/mol above it.


*a*
This record from the OMol25 dataset describes 2 unconnected molecules or ions with the total composition C2H8S2. The level of theory is ωB97M-V with the def2-TZVPD basis set.

Cartesian coordinates (Å):
C: -1.2664 0.8235 -1.6041
C: -2.7319 0.7809 -1.0434
H: -0.8888 1.8399 -1.5427
H: -1.2597 0.5019 -2.6422
H: -0.6229 0.1643 -1.0273
H: -2.9470 1.7030 -0.5083
H: -3.4039 0.8260 -1.8987
H: -2.8131 -0.0961 -0.4167
S: 3.6377 -1.3093 3.6915
S: 4.7626 -1.1637 1.9081
H: 2.4018 -1.5933 3.1978
H: 5.1315 -2.4770 1.8859

The highest occupied orbital energy is -9.80 eV. Its multiplicity is 1. For the orbital gap, the calculation gives 9.99 eV. The value obtained for the LUMO energy is 0.182 eV. As for the net charge: 0.


*b*
This record from the OMol25 dataset describes 2 unconnected molecules or ions with the total composition C2H8S2. The level of theory is ωB97M-V with the def2-TZVPD basis set.

Cartesian coordinates (Å):
C: -0.8393 -2.6505 -1.5409
C: 0.3228 -1.8396 -1.0019
H: -0.6765 -3.6777 -1.8414
H: -1.7630 -2.5039 -0.9697
H: -1.2627 -2.1722 -2.4476
H: 0.3120 -1.5880 0.0550
H: 0.4483 -0.8755 -1.5020
H: 1.2297 -2.3922 -1.2775
S: 1.5372 5.1593 2.3033
S: 0.0351 3.7877 1.7097
H: 1.0716 5.0683 3.5298
H: -0.4152 3.6844 2.9831

The highest occupied orbital energy is -8.61 eV. Its multiplicity is 1. For the orbital gap, the calculation gives 8.75 eV. The value obtained for the LUMO energy is 0.136 eV. As for the net charge: 0.


*a* is favored, and the nearest alternative lies 52.2 kJ/mol above it.


*a*
This record from the OMol25 dataset describes a gas-phase ion, C2H7N2S2 (charge +1). The level of theory is ωB97M-V with the def2-TZVPD basis set.

Cartesian coordinates (Å):
N: -0.6287 0.8735 0.5071
C: 0.0862 0.1328 -0.3327
N: -0.4077 -1.5651 -0.0241
C: 1.6040 0.3057 -0.0835
S: 2.2113 0.4871 1.5037
S: 2.5416 0.4208 -1.5447
H: -1.6101 1.1813 0.4058
H: -0.1297 0.9427 1.4416
H: -0.3419 0.1062 -1.3580
H: -0.2918 -1.9180 0.9470
H: -1.3565 -1.9500 -0.3517
H: 0.3075 -1.9589 -0.6942
H: 3.7619 0.2249 -1.2437

The highest occupied orbital energy is -13.32 eV. Its multiplicity is 1. For the orbital gap, the calculation gives 7.98 eV. The value obtained for the LUMO energy is -5.338 eV. As for the net charge: +1.


*b*
This record from the OMol25 dataset describes a gas-phase ion, C2H7N2S2 (charge +1). The level of theory is ωB97M-V with the def2-TZVPD basis set.

Cartesian coordinates (Å):
N: 1.4368 0.6845 -0.4841
C: 0.5427 -0.0465 0.2614
C: -0.1651 -1.1752 -0.3016
N: -0.5136 -2.1978 0.3697
S: -1.4287 0.9603 0.3608
S: -1.0205 2.5597 -0.6692
H: 2.0868 1.2688 0.0511
H: 1.1175 1.0632 -1.2856
H: 0.8663 -0.0607 1.2580
H: -0.7291 -1.0690 -1.2712
H: -1.0962 -2.8271 -0.1385
H: -0.2920 -2.5124 1.3128
H: -0.8049 3.3521 0.5364

The highest occupied orbital energy is -12.99 eV. Its multiplicity is 1. For the orbital gap, the calculation gives 8.14 eV. The value obtained for the LUMO energy is -4.844 eV. As for the net charge: +1.


*b* is favored, and the nearest alternative lies 34.7 kJ/mol above it.


*a*
This record from the OMol25 dataset describes a gas-phase ion, C5H12N2O (charge +1). The level of theory is ωB97M-V with the def2-TZVPD basis set.

Cartesian coordinates (Å):
O: 2.1041 1.4076 0.9997
C: 1.1770 0.7300 0.5079
N: 1.3680 -0.0048 -0.5639
C: 0.4528 -0.9921 -1.2217
C: 1.2415 -1.9911 -1.9996
C: -0.0603 0.5612 1.3791
N: -1.1330 1.1773 0.6080
C: -2.2568 1.5418 1.4432
H: 2.3092 -0.0983 -0.9301
H: -0.1747 -1.4207 -0.4287
H: -0.2893 -0.3958 -1.7809
H: 0.6036 -2.3971 -2.8300
H: 2.0782 -1.4635 -2.4810
H: 1.6000 -2.8441 -1.4359
H: -0.1691 -0.4895 1.6209
H: 0.1727 1.0718 2.3343
H: -1.3052 0.6224 -0.2216
H: -3.1169 1.8450 0.8517
H: -2.6188 0.7224 2.0693
H: -1.9830 2.4174 2.0794

The highest occupied orbital energy (spin up / spin down) is -15.14 / -14.00 eV. Its multiplicity is 2. For the orbital gap (spin up / spin down), the calculation gives 11.90 / 5.63 eV. The value obtained for the LUMO energy (spin up / spin down) is -3.241 / -8.376 eV. As for the net charge: +1.


*b*
This record from the OMol25 dataset describes a molecular structure, C5H12N2O. The level of theory is ωB97M-V with the def2-TZVPD basis set.

Cartesian coordinates (Å):
C: 3.0029 -0.3893 1.0434
C: 1.9824 -0.1922 0.0148
N: 0.7229 0.6121 0.5425
C: -0.8207 0.8124 -1.5798
C: -0.5354 0.0586 -0.2819
C: -1.7537 -0.0738 0.7146
N: -2.8439 -0.9927 0.3184
O: 1.8868 -0.5772 -1.1792
H: 2.9096 0.6934 0.1398
H: 3.3644 0.1432 1.8775
H: 3.5034 -1.3418 0.9216
H: 1.3717 1.2162 1.1867
H: -1.7560 0.4088 -2.0799
H: -1.0497 1.7643 -1.2747
H: -0.0500 0.8483 -2.2393
H: -0.2059 -1.0541 -0.4251
H: -2.2444 0.8399 0.9574
H: -1.2083 -0.5708 1.6892
H: -3.6513 -0.4695 0.0470
H: -2.6249 -1.7358 -0.3929

The highest occupied orbital energy (spin up / spin down) is -13.01 / -12.99 eV. Its multiplicity is 2. For the orbital gap (spin up / spin down), the calculation gives 7.90 / 5.31 eV. The value obtained for the LUMO energy (spin up / spin down) is -5.101 / -7.686 eV. As for the net charge: +1.


*a* is favored, and the nearest alternative lies 518.7 kJ/mol above it.


*a*
This record from the OMol25 dataset describes 3 unconnected molecules or ions with the total composition C5H15O3. The level of theory is ωB97M-V with the def2-TZVPD basis set.

Cartesian coordinates (Å):
C: 1.5352 -0.0027 0.2166
O: 1.4982 -1.3588 0.3210
C: 0.5703 0.5674 -0.9088
C: -0.8891 0.3056 -0.4520
C: -1.7856 1.6569 -0.3232
C: -1.7573 2.4882 -1.5808
H: 1.1632 0.4733 1.1510
H: 2.5355 0.2882 -0.1922
H: 0.7061 0.0829 -1.8722
H: 0.7585 1.6309 -0.9540
H: -1.0060 -0.3101 0.4374
H: -1.4173 -0.1921 -1.2703
H: -1.5676 2.0142 0.6815
H: -2.7979 1.2543 -0.2563
H: -2.1612 2.0294 -2.4966
H: -0.7249 2.6312 -1.9034
H: -2.2930 3.4277 -1.4754
H: 0.7774 -4.2654 0.5037
H: 1.1843 -3.3896 1.7961
O: 1.1755 -4.2837 1.3819
H: 1.8327 -1.6765 1.5991
H: 0.9463 -1.4207 2.9473
O: 1.7163 -1.9506 2.6496

The highest occupied orbital energy is -3.79 eV. Its multiplicity is 1. For the orbital gap, the calculation gives 7.30 eV. The value obtained for the LUMO energy is 3.509 eV. As for the net charge: -1.


*b*
This record from the OMol25 dataset describes 3 unconnected molecules or ions with the total composition C5H15O3. The level of theory is ωB97M-V with the def2-TZVPD basis set.

Cartesian coordinates (Å):
C: 0.0153 -0.2360 -1.5129
O: 0.5619 -1.4634 -1.2376
C: -0.5460 0.5863 -0.2932
C: 0.4802 1.6350 0.1658
C: 1.1077 1.2905 1.5225
C: -0.1449 3.0882 0.2393
H: 0.6837 0.4042 -2.0927
H: -0.8539 -0.3461 -2.1979
H: -0.6554 -0.1307 0.5193
H: -1.5235 0.9914 -0.5838
H: 1.3224 1.6966 -0.5672
H: 1.6435 2.1233 1.9288
H: 0.3487 0.8474 2.1576
H: 1.8956 0.5360 1.3615
H: -1.0826 2.9695 0.7531
H: -0.2283 3.7189 -0.6504
H: 0.6396 3.5537 0.8462
H: -1.1446 -4.2573 0.3977
H: -0.6564 -3.2709 1.2578
O: -0.8873 -4.1893 1.4259
H: -0.0958 -2.2259 -0.9218
H: -0.0747 -3.7905 -1.5465
O: -0.8054 -3.5307 -0.9714

The highest occupied orbital energy is -4.30 eV. Its multiplicity is 1. For the orbital gap, the calculation gives 7.70 eV. The value obtained for the LUMO energy is 3.408 eV. As for the net charge: -1.


*a* is favored, and the nearest alternative lies 7.1 kJ/mol above it.


*a*
This record from the OMol25 dataset describes a molecular structure, CH3ClO2PS. The level of theory is ωB97M-V with the def2-TZVPD basis set.

Cartesian coordinates (Å):
C: -1.3305 0.1692 -0.1654
O: 0.2380 -0.9576 1.5965
O: 2.7120 -0.8497 -0.5600
P: 1.4341 -0.2755 -0.0813
S: -0.1804 0.0358 -1.5428
Cl: 1.8754 1.6382 0.4617
H: -1.9518 -0.7638 -0.1211
H: -2.0188 0.9808 -0.3879
H: -0.7780 0.0226 0.8003

The highest occupied orbital energy is -4.41 eV. Its multiplicity is 1. For the orbital gap, the calculation gives 7.71 eV. The value obtained for the LUMO energy is 3.305 eV. As for the net charge: -1.


*b*
This record from the OMol25 dataset describes 2 unconnected molecules or ions with the total composition CH3ClO2PS. The level of theory is ωB97M-V with the def2-TZVPD basis set.

Cartesian coordinates (Å):
C: -1.2435 -0.1939 0.1663
O: 2.9815 -0.5309 0.3293
O: 1.1973 -0.7412 -1.5266
P: 1.6012 -0.5173 -0.1388
S: 0.1063 -0.6552 1.2793
Cl: -0.1793 2.9491 0.0032
H: -2.1693 -0.5364 0.6174
H: -1.0774 -0.6720 -0.7935
H: -1.2169 0.8980 0.0634

The highest occupied orbital energy is -4.37 eV. Its multiplicity is 1. For the orbital gap, the calculation gives 7.21 eV. The value obtained for the LUMO energy is 2.836 eV. As for the net charge: -1.


*b* is favored, and the nearest alternative lies 311.1 kJ/mol above it.


*a*
This record from the OMol25 dataset describes C6H7BrS in the gas phase. The level of theory is ωB97M-V with the def2-TZVPD basis set.

Cartesian coordinates (Å):
C: -1.9808 -2.8755 0.2020
C: -0.9873 -2.1106 0.6403
C: -0.9636 -0.7086 0.3494
S: -2.3395 0.1964 0.0262
C: 0.4322 0.0681 0.3412
Br: 1.8778 -1.1081 -0.0253
C: 0.5385 1.3190 0.6816
C: 1.8008 2.1489 0.6798
H: -1.8326 -3.8787 0.3853
H: -2.8925 -2.3455 -0.2749
H: -0.0901 -2.4174 1.2960
H: -0.3555 1.7471 1.0922
H: 2.6651 1.3408 0.4111
H: 1.8683 2.6777 1.6473
H: 1.7682 2.7665 -0.2717

The highest occupied orbital energy is -8.64 eV. Its multiplicity is 1. For the orbital gap, the calculation gives 7.66 eV. The value obtained for the LUMO energy is -0.981 eV. As for the net charge: 0.


*b*
This record from the OMol25 dataset describes C6H7BrS in the gas phase. The level of theory is ωB97M-V with the def2-TZVPD basis set.

Cartesian coordinates (Å):
S: -2.0696 1.2397 -2.6413
C: -1.9066 0.5675 -1.2601
C: -1.8219 -0.0978 -0.1409
C: -0.6013 -0.8617 0.0631
C: 0.6361 -0.0362 0.5242
C: 0.8633 1.0836 -0.4413
C: 0.2734 2.2495 -0.3956
Br: -0.9258 2.8044 0.8968
H: -2.6088 -0.0382 0.6215
H: -0.8144 -1.5300 0.8046
H: -0.3159 -1.3951 -0.9068
H: 1.3311 -0.8089 0.6379
H: 0.2636 0.4264 1.4136
H: 1.4546 0.9189 -1.2388
H: 0.6408 2.8838 -1.2022

The highest occupied orbital energy is -8.00 eV. Its multiplicity is 1. For the orbital gap, the calculation gives 8.08 eV. The value obtained for the LUMO energy is 0.083 eV. As for the net charge: 0.


*a* is favored, and the nearest alternative lies 12.9 kJ/mol above it.